1.
ORCA calculation (ωB97M-V with the def2-TZVPD basis set) on a molecular structure, C17H13Br2IMnN3O.

```
38
Properties=species:S:1:pos:R:3:forces:R:3:mulliken_spin:R:1
Mn -0.011525 0.066106 0.264426 0.3 0.0 -0.1 3.949
C -0.945516 -2.351540 2.627473 0.0 0.0 -0.1 0.002
C -1.889996 -2.073088 1.500964 -0.1 -0.1 0.0 0.005
C -3.094854 -2.785835 1.432754 0.0 0.1 0.0 0.003
C -3.995183 -2.572864 0.419389 0.0 0.0 0.0 0.012
C -3.704228 -1.632845 -0.581942 0.0 0.0 -0.1 0.005
C -4.527115 -1.319561 -1.704018 0.1 0.0 0.0 0.015
Br -6.171300 -2.190385 -1.922572 0.0 0.0 0.0 0.002
C -4.124790 -0.395422 -2.628387 0.1 0.0 0.0 -0.010
C -2.883562 0.270381 -2.498386 -0.1 -0.2 0.1 0.006
Br -2.356835 1.522718 -3.773832 0.0 0.0 0.0 0.002
C -2.086781 -0.014299 -1.422572 0.2 0.1 0.0 -0.050
O -0.875793 0.575145 -1.195964 -0.3 -0.1 0.0 0.072
C -2.482648 -0.956036 -0.467654 -0.1 0.1 -0.1 0.002
N -1.584397 -1.164236 0.564152 -0.1 0.0 -0.1 0.020
H -1.287914 -3.215690 3.189371 0.0 0.0 0.0 0.001
H -0.911324 -1.504149 3.311958 0.0 0.0 0.0 -0.001
H 0.058716 -2.565424 2.259512 0.0 0.0 0.0 0.004
H -3.301623 -3.514899 2.202224 0.0 0.0 0.0 -0.001
H -4.922185 -3.129706 0.380869 0.0 0.0 0.0 0.000
H -4.750931 -0.163157 -3.478258 0.0 0.0 0.0 -0.001
C 1.726233 0.592756 4.499859 -0.1 0.0 -0.1 -0.001
C 1.216533 0.385808 3.159178 0.1 0.1 0.0 0.070
N 0.813777 0.224517 2.097808 -0.1 -0.1 0.2 -0.083
H 1.286583 1.506382 4.901916 0.0 0.0 0.0 0.003
H 2.811271 0.689412 4.455650 0.0 0.0 0.0 0.002
H 1.451548 -0.259705 5.121674 0.0 0.0 0.0 0.002
I 5.860878 -0.097524 -0.133807 0.1 0.0 0.0 -0.002
C 4.073080 0.752969 -0.722863 -0.1 0.0 0.0 -0.004
C 4.021498 1.804468 -1.635277 0.1 0.0 0.0 0.012
C 2.792603 2.322307 -2.003086 -0.1 0.0 0.0 -0.011
C 1.638877 1.792370 -1.460031 0.1 0.0 0.0 0.033
N 1.688538 0.791001 -0.563775 0.0 0.1 0.0 -0.046
C 2.883086 0.279708 -0.206191 0.0 0.0 0.0 -0.011
H 4.933102 2.208434 -2.055465 0.0 0.0 0.0 0.000
H 2.718153 3.132134 -2.714549 0.0 0.0 0.0 0.000
H 0.657586 2.144788 -1.740454 0.0 0.0 0.0 -0.002
H 2.874912 -0.541521 0.497718 0.0 0.0 0.0 0.002
```
Positions in Å, forces in eV/Å.

multiplicity = 5
LUMO energy (spin up / spin down) = -8.33 / -7.84 eV
orbital gap (spin up / spin down) = 0.21142 / 0.23281 hartree
HOMO level (spin up / spin down) = -14.1 / -14.2 eV
<S²> = 6.0673
largest force on an atom = 0.3 eV Å⁻¹
net charge = +2

2.
ORCA calculation (ωB97M-V with the def2-TZVPD basis set) on a molecular structure, C17H13ClCrN2O6 at a distorted geometry.

```
40
Properties=species:S:1:pos:R:3:forces:R:3:mulliken_spin:R:1
C -2.219143 -1.171987 -2.099504 -0.5 1.0 -0.7 -0.081
C -1.680322 -1.371534 -3.419644 -0.2 0.7 0.3 -0.050
C -1.375048 -0.080418 -3.960718 -0.9 0.3 0.5 -0.039
H -1.527764 -2.330899 -3.913878 0.0 0.4 0.2 0.010
C -1.685651 0.913017 -2.971456 -0.3 -0.8 -0.5 0.007
C -2.220666 0.232489 -1.828300 -0.3 -0.8 -0.8 -0.008
H -2.637352 0.708959 -0.947270 0.5 -0.1 -0.1 0.000
H -2.604385 -1.941916 -1.439314 0.4 0.2 -0.1 0.003
H -1.021693 0.113566 -4.968778 0.2 -0.1 0.4 0.005
H -1.605067 1.994310 -3.084260 0.2 -0.5 0.1 0.006
Cr -0.092030 -0.486691 -2.174232 0.7 -0.3 0.5 3.015
Cl 0.225632 -2.488983 -1.132042 -0.2 -0.7 0.6 -0.003
C 2.415473 -0.114470 -1.801662 0.3 -0.1 -1.3 0.048
C 2.017405 1.123048 -2.400233 0.2 -0.8 -0.7 0.009
C 1.527990 0.844333 -3.713226 0.7 -0.1 0.6 0.078
H 2.140710 2.108580 -1.954216 -0.3 -0.3 -0.1 0.000
C 1.614720 -0.571798 -3.928998 0.2 0.4 0.7 -0.011
C 2.196005 -1.163639 -2.758854 0.2 1.4 0.1 -0.016
H 2.473569 -2.207286 -2.639188 -0.3 0.4 0.0 0.006
H 2.893526 -0.237224 -0.832141 -0.4 0.0 -0.2 0.001
H 1.213486 1.588014 -4.444506 -0.1 -0.3 0.3 0.000
H 1.361158 -1.107079 -4.842662 0.0 0.2 0.3 0.001
O -1.374453 2.029361 0.457694 0.5 -0.3 0.0 0.005
C -0.503442 1.165828 0.626534 0.3 -0.3 -0.9 0.000
O 0.162961 0.494509 -0.239001 -0.7 0.7 0.8 0.012
C -0.183273 0.777032 2.064837 0.1 -0.5 1.3 -0.002
C 0.630478 -0.331701 2.374878 -0.1 0.0 0.5 0.001
C 0.769708 -0.768377 3.713394 -1.1 1.5 -0.8 0.000
C 0.103680 -0.107003 4.750448 0.1 0.2 0.1 0.000
C -0.676413 1.015910 4.450288 0.7 -0.8 -1.6 -0.001
C -0.819315 1.451844 3.117872 0.2 -0.3 0.3 -0.002
N -1.387488 1.710865 5.494416 -1.2 1.2 1.8 0.000
O -1.285100 1.294486 6.667972 -0.1 0.6 -2.0 0.000
O -2.083210 2.699029 5.182378 1.3 -1.8 0.5 0.000
N 1.564897 -1.933699 4.022768 1.4 -2.2 0.5 0.000
O 2.172380 -2.516546 3.103686 -1.2 1.3 1.6 0.000
O 1.600559 -2.321739 5.212818 -0.1 0.8 -2.0 0.000
H 1.135537 -0.875893 1.583034 -0.2 0.1 0.0 0.005
H 0.205868 -0.445509 5.773540 0.0 0.0 -0.1 0.000
H -1.443925 2.309194 2.897533 0.0 -0.1 -0.1 0.000
```
Positions in Å, forces in eV/Å.

ΔE to the lowest compared entry with this formula, charge and spin = 0.0 kJ/mol
multiplicity = 4
LUMO energy (spin up / spin down) = 1.22 / 1.22 eV
orbital gap (spin up / spin down) = 0.19600 / 0.21605 hartree
HOMO level (spin up / spin down) = -4.1 / -4.7 eV
<S²> = 3.8166
largest force on an atom = 2.7 eV Å⁻¹
net charge = -1